(1)
{
  "formula": "C44H32BaN4O4P",
  "method": "ωB97M-V/def2-TZVPD",
  "elements": ["Ba", "O", "C", "O", "C", "C", "C", "C", "C", "N", "C", "O", "O", "H", "H", "H", "H", "H", "C", "C", "C", "C", "N", "C", "C", "C", "C", "C", "C", "N", "C", "C", "C", "C", "C", "N", "H", "H", "H", "H", "H", "H", "H", "H", "H", "H", "H", "C", "C", "C", "C", "C", "C", "P", "C", "C", "C", "C", "C", "C", "C", "C", "C", "C", "C", "C", "C", "C", "C", "C", "H", "H", "H", "H", "H", "H", "H", "H", "H", "H", "H", "H", "H", "H", "H", "H"],
  "xyz": [[-0.92, -1.28, -0.65], [-4.77, -1.32, -3.64], [-3.85, -1.27, -2.68], [-2.67, -1.48, -2.90], [-4.42, -0.97, -1.34], [-5.78, -1.03, -1.07], [-6.17, -0.83, 0.25], [-5.22, -0.57, 1.22], [-3.88, -0.50, 0.85], [-3.51, -0.70, -0.41], [-2.71, -0.27, 1.84], [-3.28, -0.60, 3.12], [-1.68, -1.06, 1.53], [-4.34, -1.56, -4.48], [-6.49, -1.25, -1.85], [-7.22, -0.88, 0.51], [-5.49, -0.43, 2.25], [-2.58, -1.05, 3.59], [2.13, -5.05, 0.08], [3.25, -4.68, -0.64], [3.13, -3.71, -1.62], [1.88, -3.12, -1.85], [0.80, -3.46, -1.14], [0.94, -4.41, -0.21], [1.74, -2.09, -2.90], [2.54, -2.15, -4.05], [2.43, -1.14, -4.98], [1.55, -0.10, -4.75], [0.76, -0.11, -3.60], [0.88, -1.10, -2.71], [-0.18, 0.99, -3.31], [-0.50, 1.94, -4.27], [-1.32, 3.00, -3.94], [-1.82, 3.09, -2.65], [-1.49, 2.08, -1.76], [-0.70, 1.06, -2.07], [2.17, -5.81, 0.85], [4.21, -5.13, -0.44], [3.99, -3.39, -2.18], [0.04, -4.66, 0.35], [3.21, -2.98, -4.21], [3.04, -1.15, -5.87], [1.50, 0.71, -5.46], [-0.12, 1.86, -5.28], [-1.57, 3.75, -4.68], [-2.45, 3.91, -2.34], [-1.86, 2.10, -0.74], [4.21, -2.29, 4.05], [2.91, -2.78, 3.98], [1.95, -2.10, 3.25], [2.27, -0.91, 2.59], [3.58, -0.43, 2.67], [4.54, -1.12, 3.40], [0.95, -0.12, 1.61], [1.87, 1.04, 0.52], [2.72, 0.47, -0.43], [3.30, 1.25, -1.42], [3.01, 2.61, -1.49], [2.16, 3.18, -0.56], [1.59, 2.40, 0.45], [0.14, 1.07, 2.77], [1.02, 1.60, 3.69], [0.81, 2.81, 4.36], [-0.26, 3.56, 3.99], [-1.22, 3.06, 3.09], [-2.28, 3.93, 2.73], [-3.29, 3.49, 1.93], [-3.33, 2.13, 1.60], [-2.33, 1.24, 1.93], [-1.13, 1.73, 2.56], [4.96, -2.82, 4.62], [2.65, -3.70, 4.50], [0.94, -2.48, 3.18], [3.84, 0.50, 2.17], [5.55, -0.73, 3.45], [2.94, -0.59, -0.38], [3.97, 0.80, -2.14], [3.45, 3.22, -2.27], [1.93, 4.23, -0.60], [0.93, 2.86, 1.17], [1.96, 1.09, 3.86], [1.53, 3.16, 5.09], [-0.40, 4.56, 4.39], [-2.26, 4.95, 3.11], [-4.10, 4.15, 1.64], [-4.23, 1.77, 1.13]],
  "total_charge": 1,
  "homo_lumo_gap_ev": 7.216,
  "energy_ev": -70279.6612,
  "e_homo_ev": -9.851,
  "relative_energy_ev": 0.517,
  "multiplicity": 1
}

(2)
{
  "formula": "C44H33IrNP2S3Te",
  "method": "ωB97M-V/def2-TZVPD",
  "elements": ["Ir", "S", "P", "C", "P", "S", "C", "C", "C", "C", "C", "C", "C", "C", "C", "C", "C", "C", "C", "C", "C", "C", "C", "C", "C", "C", "C", "C", "C", "C", "H", "H", "H", "H", "H", "H", "H", "H", "H", "H", "H", "H", "H", "H", "H", "H", "H", "H", "H", "H", "C", "C", "C", "C", "C", "C", "C", "C", "C", "C", "C", "C", "C", "C", "C", "N", "H", "H", "H", "H", "H", "H", "H", "H", "H", "H", "Te", "C", "C", "C", "C", "S", "H", "H", "H"],
  "xyz": [[1.42, -1.05, -0.89], [0.57, 1.16, -2.48], [-0.43, 1.44, -0.79], [0.25, 0.32, 0.29], [1.43, 0.63, 1.48], [3.08, -0.20, 0.69], [0.91, -0.20, 3.00], [1.63, -1.25, 3.55], [1.13, -1.91, 4.67], [-0.08, -1.53, 5.23], [-0.79, -0.47, 4.69], [-0.31, 0.18, 3.57], [1.80, 2.34, 2.00], [1.67, 2.77, 3.32], [2.08, 4.05, 3.68], [2.63, 4.90, 2.73], [2.78, 4.46, 1.41], [2.37, 3.19, 1.05], [-0.45, 3.18, -0.30], [-1.09, 3.57, 0.87], [-1.09, 4.90, 1.26], [-0.46, 5.85, 0.47], [0.15, 5.48, -0.71], [0.17, 4.14, -1.10], [-2.21, 1.10, -0.89], [-2.86, 0.43, 0.14], [-4.23, 0.20, 0.07], [-4.95, 0.64, -1.03], [-4.30, 1.31, -2.06], [-2.94, 1.55, -1.99], [2.56, -1.55, 3.10], [1.68, -2.74, 5.09], [-0.47, -2.06, 6.09], [-1.74, -0.17, 5.12], [-0.88, 0.99, 3.12], [1.25, 2.11, 4.06], [1.98, 4.38, 4.70], [2.95, 5.89, 3.01], [3.22, 5.12, 0.67], [2.51, 2.84, 0.03], [-1.60, 2.83, 1.48], [-1.58, 5.19, 2.19], [-0.46, 6.89, 0.78], [0.64, 6.22, -1.33], [0.66, 3.83, -2.01], [-2.28, 0.07, 0.99], [-4.73, -0.32, 0.88], [-6.01, 0.45, -1.08], [-4.87, 1.65, -2.92], [-2.43, 2.07, -2.79], [4.85, -0.24, -3.44], [4.47, -0.85, -4.64], [3.23, -1.45, -4.73], [2.39, -1.47, -3.62], [2.76, -0.89, -2.42], [4.00, -0.25, -2.35], [1.08, -2.10, -3.61], [0.64, -2.95, -4.66], [-0.57, -3.55, -4.58], [-1.39, -3.31, -3.45], [-2.67, -3.91, -3.32], [-3.44, -3.64, -2.23], [-2.96, -2.77, -1.23], [-1.73, -2.19, -1.33], [-0.91, -2.45, -2.45], [0.33, -1.85, -2.55], [5.82, 0.23, -3.36], [5.14, -0.84, -5.49], [2.92, -1.89, -5.67], [4.30, 0.25, -1.44], [1.28, -3.12, -5.51], [-0.92, -4.20, -5.37], [-3.01, -4.58, -4.10], [-4.43, -4.08, -2.14], [-3.57, -2.56, -0.36], [-1.35, -1.53, -0.57], [1.76, -3.44, 0.10], [0.22, -3.78, 1.50], [0.21, -4.88, 2.31], [-0.94, -4.93, 3.16], [-1.77, -3.87, 2.98], [-1.16, -2.81, 1.78], [0.99, -5.63, 2.31], [-1.13, -5.72, 3.88], [-2.70, -3.64, 3.49]],
  "homo_lumo_gap_ev": [6.205, 5.584],
  "energy_ev": -108870.7051,
  "e_homo_ev": [-6.649, -6.713],
  "s2": 0.7581,
  "relative_energy_ev": 0.000,
  "multiplicity": 2
}

(3)
{
  "formula": "C44H33O5P2RhS4Sb",
  "method": "ωB97M-V/def2-TZVPD",
  "elements": ["Rh", "O", "S", "C", "C", "C", "C", "C", "C", "P", "C", "C", "C", "C", "C", "C", "C", "C", "C", "C", "C", "C", "C", "C", "C", "C", "C", "C", "P", "C", "C", "C", "C", "C", "C", "C", "C", "C", "C", "C", "C", "H", "H", "H", "H", "H", "H", "H", "H", "H", "H", "H", "H", "H", "H", "H", "H", "H", "H", "H", "H", "H", "H", "H", "H", "H", "H", "H", "H", "S", "Sb", "S", "S", "O", "C", "O", "C", "C", "C", "C", "O", "C", "O", "C", "C", "H", "H", "H", "H", "H"],
  "xyz": [[-0.82, 0.71, -1.11], [2.51, -0.40, -1.36], [1.57, 0.67, -1.03], [1.96, 1.06, 0.70], [3.12, 1.73, 1.03], [3.50, 1.81, 2.36], [2.72, 1.21, 3.34], [1.55, 0.54, 3.00], [1.15, 0.47, 1.67], [-0.39, -0.32, 1.08], [0.15, -1.95, 0.48], [1.37, -2.49, 0.86], [1.94, -3.60, 0.27], [-0.03, -4.82, -0.88], [-1.14, -3.92, -0.61], [-0.55, -2.51, -0.73], [-1.33, -0.70, 2.60], [-1.71, -2.00, 2.91], [-2.45, -2.26, 4.05], [-2.82, -1.22, 4.89], [-2.47, 0.09, 4.57], [-1.74, 0.35, 3.42], [2.11, 2.12, -1.91], [3.40, 2.10, -2.42], [3.80, 3.13, -3.26], [2.90, 4.13, -3.59], [1.61, 4.12, -3.08], [1.19, 3.12, -2.21], [-0.44, 2.99, -1.38], [-1.73, 3.94, -2.28], [-3.00, 3.37, -2.25], [-4.06, 3.94, -2.94], [-3.87, 5.12, -3.65], [-2.63, 5.73, -3.62], [-1.57, 5.16, -2.94], [-0.16, 3.98, 0.13], [0.33, 5.28, 0.05], [0.51, 6.02, 1.21], [0.21, 5.46, 2.45], [-0.27, 4.16, 2.53], [-0.47, 3.43, 1.36], [3.73, 2.19, 0.26], [4.41, 2.34, 2.64], [3.03, 1.25, 4.38], [0.95, 0.08, 3.77], [1.93, -2.02, 1.66], [2.93, -3.90, 0.60], [-0.22, -5.64, -1.56], [-2.09, -4.06, -1.12], [-1.34, -1.85, -1.06], [-1.42, -2.82, 2.25], [-2.74, -3.27, 4.29], [-3.40, -1.42, 5.78], [-2.77, 0.91, 5.21], [-1.47, 1.37, 3.17], [4.04, 1.26, -2.20], [4.81, 3.14, -3.66], [3.19, 4.91, -4.28], [0.93, 4.88, -3.41], [-3.16, 2.46, -1.70], [-5.03, 3.46, -2.92], [-4.68, 5.55, -4.21], [-2.48, 6.67, -4.14], [-0.64, 5.71, -2.90], [0.57, 5.72, -0.91], [0.89, 7.03, 1.15], [0.36, 6.04, 3.35], [-0.51, 3.73, 3.49], [-0.86, 2.42, 1.41], [-2.97, -2.40, -3.62], [-3.14, -0.11, -3.45], [-0.80, 0.71, -3.53], [-3.14, 0.17, -0.98], [2.17, -3.29, -2.94], [1.41, -3.35, -2.03], [0.39, -2.47, -1.87], [1.40, -4.40, -0.89], [2.10, -5.75, -0.90], [1.58, -6.85, -0.32], [0.30, -7.12, 0.35], [0.08, -8.42, 0.80], [-1.25, -8.43, 1.31], [-1.72, -7.08, 1.34], [-0.76, -6.36, 0.68], [-0.65, -4.90, 0.47], [3.09, -5.81, -1.34], [2.20, -7.74, -0.34], [-1.26, -8.84, 2.32], [-1.89, -9.02, 0.65], [-0.11, -4.43, 1.27]],
  "homo_lumo_gap_ev": [4.755, 4.594],
  "energy_ev": -127861.5259,
  "e_homo_ev": [-6.297, -6.294],
  "s2": 0.7788,
  "relative_energy_ev": 5.461,
  "multiplicity": 2
}

(4)
{
  "formula": "C44H35BCl5N6O3Pb",
  "method": "ωB97M-V/def2-TZVPD",
  "elements": ["Pb", "C", "C", "C", "C", "N", "N", "B", "N", "N", "C", "C", "C", "C", "C", "C", "C", "C", "C", "C", "N", "N", "C", "C", "C", "C", "C", "C", "C", "C", "C", "C", "C", "C", "C", "C", "C", "C", "H", "H", "H", "H", "H", "H", "H", "H", "H", "H", "H", "H", "H", "H", "H", "H", "H", "H", "H", "H", "H", "H", "H", "H", "H", "H", "H", "H", "C", "C", "O", "C", "C", "C", "C", "C", "C", "O", "H", "H", "H", "H", "H", "H", "H", "Cl", "C", "C", "Cl", "C", "Cl", "C", "O", "C", "Cl", "C", "Cl"],
  "xyz": [[-0.13, -0.11, -0.03], [2.03, -2.04, 4.94], [1.07, -1.23, 4.14], [0.12, -0.34, 4.60], [-0.52, 0.14, 3.46], [0.00, -0.44, 2.37], [0.98, -1.27, 2.79], [1.84, -2.12, 1.83], [2.73, -1.24, 0.94], [2.25, -0.43, -0.04], [3.30, 0.22, -0.58], [4.47, -0.18, 0.08], [4.07, -1.11, 1.02], [4.93, -1.87, 1.97], [3.20, 1.23, -1.65], [4.34, 1.96, -2.00], [4.29, 2.93, -2.98], [3.09, 3.21, -3.63], [1.96, 2.48, -3.30], [2.01, 1.51, -2.32], [0.95, -3.04, 0.98], [0.02, -2.57, 0.10], [-0.57, -3.63, -0.46], [-0.02, -4.81, 0.07], [0.94, -4.39, 0.97], [1.84, -5.23, 1.82], [-1.65, -3.55, -1.45], [-1.96, -2.38, -2.14], [-2.99, -2.34, -3.06], [-3.74, -3.48, -3.33], [-3.44, -4.65, -2.66], [-2.41, -4.69, -1.73], [-1.62, 1.12, 3.42], [-2.43, 1.28, 4.54], [-3.47, 2.20, 4.55], [-3.73, 2.98, 3.43], [-2.92, 2.84, 2.31], [-1.88, 1.93, 2.31], [1.86, -1.85, 6.00], [3.07, -1.77, 4.72], [1.91, -3.10, 4.75], [-0.06, -0.08, 5.62], [2.55, -2.80, 2.49], [5.48, 0.13, -0.12], [5.97, -1.60, 1.81], [4.83, -2.94, 1.82], [4.68, -1.65, 3.01], [5.28, 1.76, -1.51], [5.18, 3.48, -3.24], [3.05, 3.97, -4.40], [1.02, 2.67, -3.81], [1.12, 0.94, -2.13], [-0.26, -5.82, -0.17], [1.62, -6.28, 1.64], [1.69, -5.02, 2.88], [2.89, -5.06, 1.59], [-1.37, -1.48, -1.99], [-3.21, -1.42, -3.59], [-4.54, -3.45, -4.05], [-4.01, -5.55, -2.85], [-2.20, -5.61, -1.21], [-2.27, 0.66, 5.42], [-4.09, 2.29, 5.43], [-4.54, 3.69, 3.44], [-3.10, 3.45, 1.44], [-1.24, 1.89, 1.44], [-0.48, 5.17, -1.05], [0.07, 3.97, -0.32], [-0.28, 2.86, -0.65], [1.04, 4.21, 0.78], [1.42, 5.50, 1.09], [2.33, 5.79, 2.11], [2.91, 4.76, 2.86], [2.57, 3.46, 2.60], [1.62, 3.11, 1.56], [1.37, 1.91, 1.38], [-1.18, 4.81, -1.80], [0.32, 5.72, -1.54], [-0.99, 5.85, -0.37], [1.00, 6.33, 0.53], [2.59, 6.81, 2.31], [3.61, 4.99, 3.64], [2.99, 2.63, 3.15], [-5.81, 2.03, -5.79], [-4.42, 1.65, -4.91], [-4.50, 1.59, -3.49], [-5.98, 1.92, -2.71], [-3.38, 1.27, -2.76], [-3.42, 1.16, -1.06], [-2.11, 0.97, -3.41], [-1.11, 0.64, -2.77], [-2.08, 1.07, -4.87], [-0.59, 0.75, -5.62], [-3.21, 1.39, -5.58], [-3.16, 1.48, -7.29]],
  "total_charge": 1,
  "homo_lumo_gap_ev": [5.518, 5.642],
  "energy_ev": -129813.0082,
  "e_homo_ev": [-10.489, -10.492],
  "relative_energy_ev": 0.003,
  "multiplicity": 1
}

(5)
{
  "formula": "C44H35BaCl2N3O6PSSe",
  "method": "ωB97M-V/def2-TZVPD",
  "elements": ["Ba", "O", "C", "O", "C", "C", "C", "C", "C", "N", "C", "O", "O", "H", "H", "H", "O", "P", "C", "C", "C", "C", "C", "C", "C", "C", "C", "C", "C", "C", "C", "C", "C", "C", "C", "C", "H", "H", "H", "H", "H", "H", "H", "H", "H", "H", "H", "H", "H", "H", "H", "Cl", "C", "Cl", "H", "H", "C", "N", "C", "Se", "N", "C", "C", "C", "C", "C", "C", "H", "H", "H", "H", "H", "H", "H", "H", "C", "C", "O", "S", "C", "C", "C", "C", "C", "C", "C", "C", "H", "H", "H", "H", "H", "H", "H"],
  "xyz": [[0.52, -0.52, -0.64], [-2.38, 3.16, -0.78], [-1.83, 2.05, -0.73], [-0.60, 1.79, -0.87], [-2.74, 0.83, -0.52], [-4.12, 0.94, -0.58], [-4.88, -0.23, -0.49], [-4.24, -1.44, -0.33], [-2.85, -1.46, -0.25], [-2.13, -0.34, -0.34], [-2.06, -2.76, -0.08], [-2.71, -3.81, -0.06], [-0.81, -2.61, 0.01], [-4.57, 1.91, -0.72], [-5.96, -0.18, -0.55], [-4.76, -2.38, -0.27], [2.18, 0.06, 1.31], [2.66, 1.16, 2.20], [1.78, 2.70, 1.89], [0.39, 2.66, 2.02], [-0.36, 3.77, 1.70], [0.27, 4.93, 1.26], [1.65, 4.98, 1.15], [2.41, 3.86, 1.46], [2.35, 0.76, 3.93], [2.07, -0.56, 4.26], [1.84, -0.91, 5.59], [1.89, 0.06, 6.58], [2.17, 1.38, 6.25], [2.39, 1.73, 4.92], [4.42, 1.49, 2.05], [4.90, 1.71, 0.75], [6.25, 1.94, 0.54], [7.12, 1.95, 1.62], [6.65, 1.72, 2.91], [5.30, 1.49, 3.12], [-0.10, 1.75, 2.34], [-1.44, 3.73, 1.74], [-0.33, 5.79, 0.97], [2.13, 5.88, 0.79], [3.49, 3.90, 1.35], [2.02, -1.31, 3.48], [1.61, -1.94, 5.85], [1.71, -0.21, 7.61], [2.19, 2.14, 7.02], [2.58, 2.76, 4.66], [4.22, 1.69, -0.09], [6.61, 2.10, -0.46], [8.18, 2.12, 1.46], [7.34, 1.72, 3.74], [4.94, 1.31, 4.13], [-3.95, 2.61, -5.01], [-2.46, 2.30, -4.08], [-2.17, 0.57, -3.86], [-2.55, 2.77, -3.11], [-1.63, 2.69, -4.66], [3.48, 3.97, -4.31], [2.62, 2.84, -4.58], [2.68, 1.63, -3.96], [3.92, 1.10, -2.70], [1.68, 0.88, -4.44], [0.96, 1.60, -5.37], [-0.14, 1.26, -6.15], [-0.63, 2.23, -7.00], [-0.05, 3.50, -7.07], [1.06, 3.84, -6.31], [1.55, 2.86, -5.46], [4.36, 3.61, -3.80], [2.97, 4.70, -3.68], [3.77, 4.44, -5.25], [1.35, -0.03, -3.97], [-0.59, 0.28, -6.06], [-1.50, 2.01, -7.60], [-0.47, 4.24, -7.74], [1.51, 4.82, -6.36], [-5.51, -5.00, -3.99], [-5.40, -6.43, -4.42], [-6.36, -7.14, -4.64], [-3.78, -7.15, -4.63], [-2.68, -5.79, -4.33], [-2.19, -5.54, -3.05], [-1.35, -4.46, -2.82], [-0.97, -3.62, -3.88], [-1.45, -3.89, -5.16], [-2.29, -4.97, -5.39], [-0.12, -2.50, -3.61], [0.64, -1.59, -3.29], [-4.86, -4.78, -3.14], [-6.55, -4.80, -3.73], [-5.21, -4.35, -4.81], [-2.49, -6.17, -2.22], [-0.99, -4.26, -1.82], [-1.15, -3.25, -5.98], [-2.65, -5.18, -6.39]],
  "total_charge": -1,
  "homo_lumo_gap_ev": 7.414,
  "energy_ev": -174168.1766,
  "e_homo_ev": -5.460,
  "relative_energy_ev": 0.000,
  "multiplicity": 1
}